The molecule C6H10O. Source: OMol25; level of theory: the ωB97M-V functional and the def2-TZVPD basis.

Relative energy (zero: lowest compared OMol25 entry of this formula, charge and spin) in kcal per mole: 10.4
E_LUMO in eV: 0.98
E_HOMO in eV: -9.01
SMILES: C/C=C(/C)CC=O
E_tot in eV: -8430.790

Geometry as XYZ:
```
17
Properties=species:S:1:pos:R:3:forces:R:3:mulliken_charge:R:1
C -2.1687 -0.2310 0.4012 -0.013 -0.050 -0.040 -1.148
C -1.0065 0.7172 0.4288 0.161 0.006 -0.059 -0.368
C 0.1951 0.5520 -0.1270 -0.202 0.062 0.083 0.985
C 1.2788 1.5929 -0.0019 0.042 0.056 0.024 -1.374
C 0.6072 -0.6977 -0.8701 -0.045 0.023 -0.007 -0.951
C 1.1608 -1.7596 0.0699 -0.156 -0.079 0.280 0.088
O 0.6622 -2.0379 1.1324 0.235 0.125 -0.448 -0.458
H -3.0940 0.3015 0.1519 0.129 -0.076 0.040 0.394
H -2.0383 -1.0417 -0.3215 -0.004 0.109 0.116 0.250
H -2.3112 -0.6937 1.3846 0.026 0.069 -0.125 0.254
H -1.1733 1.6402 0.9863 0.044 -0.111 -0.084 0.305
H 1.4472 2.1022 -0.9601 -0.003 -0.100 0.117 0.284
H 1.0264 2.3506 0.7457 0.003 -0.105 -0.128 0.379
H 2.2343 1.1368 0.2884 -0.140 0.054 -0.013 0.341
H 1.3569 -0.4716 -1.6381 -0.091 -0.020 0.137 0.347
H -0.2427 -1.1625 -1.3877 0.109 0.051 0.079 0.335
H 2.0657 -2.2977 -0.2828 -0.096 -0.014 0.027 0.336
```
Forces are in eV/Å.

***

The ion C5H14N with charge +1. Source: OMol25; level of theory: the ωB97M-V functional and the def2-TZVPD basis.

Total charge: +1
Relative energy (zero: lowest compared OMol25 entry of this formula, charge and spin) in kcal per mole: 32.1
E_LUMO in eV: -3.49
E_HOMO in eV: -15.64
SMILES: CC(C)[C@H](C)[NH3+]
E_tot in eV: -6894.468

Geometry as XYZ:
```
20
Properties=species:S:1:pos:R:3:forces:R:3:mulliken_charge:R:1
C 0.2331 -1.8215 -1.0610 -1.069 2.733 -2.176 -1.585
C 0.3267 -0.8092 0.0918 -0.981 1.956 -3.071 0.549
C 1.6337 -0.1020 0.0763 1.981 -2.056 -5.296 -1.772
C -0.8753 0.2085 0.1789 0.597 0.552 0.689 0.314
C -0.9512 1.2924 -0.8793 2.692 -0.688 -0.067 -1.425
N -0.5244 1.0044 1.5304 2.107 -0.415 -0.438 -0.469
H 1.1191 -2.3618 -1.2411 0.939 -1.097 0.600 0.437
H 0.1489 -1.3193 -2.0955 0.031 -0.058 1.511 0.315
H -0.6671 -2.3880 -1.0460 -0.455 -0.952 0.417 0.407
H 0.3136 -1.3179 0.9570 -0.369 -2.166 3.251 0.284
H 2.4321 -0.8842 0.0731 -0.616 0.069 -0.285 0.422
H 1.9887 0.3571 0.8859 0.701 2.691 3.418 0.665
H 1.9040 0.4387 -0.9106 -0.787 -0.416 1.705 0.268
H -1.8566 -0.2859 0.2971 0.580 0.174 0.392 0.458
H -1.8640 1.5925 -1.2432 -2.627 1.154 0.440 0.419
H -0.6469 0.8578 -1.8084 0.991 -0.577 -0.614 0.325
H -0.2437 2.1258 -0.6982 -0.599 -0.344 -0.087 0.355
H 0.4668 1.4546 1.4741 -2.226 -0.791 -0.321 0.365
H -0.4523 0.4128 2.3410 0.132 -1.030 0.309 0.339
H -1.1735 1.6774 1.8620 -1.021 1.263 -0.377 0.330
```
Forces are in eV/Å.

***

A cluster of 2 separate species, H2 in total. Source: OMol25; level of theory: the ωB97M-V functional and the def2-TZVPD basis.

Relative energy (zero: lowest compared OMol25 entry of this formula, charge and spin) in kcal per mole: 105.0
E_LUMO in eV: -1.81
E_HOMO in eV: -10.67
E_tot in eV: -27.036

Geometry as XYZ:
```
2
Properties=species:S:1:pos:R:3:forces:R:3:mulliken_charge:R:1
H 0.0000 0.0000 0.9281 0.000 0.000 -3.413 0.000
H 0.0000 0.0000 -0.9281 0.000 0.000 3.413 0.000
```
Forces are in eV/Å.

***

A cluster of 5 separate species, C28H51F9N5O15 in total. Source: OMol25; level of theory: the ωB97M-V functional and the def2-TZVPD basis.

Total charge: -1
E_LUMO in eV: 2.10
E_HOMO in eV: -5.31
E_tot in eV: -92478.445

Geometry as XYZ:
```
108
Properties=species:S:1:pos:R:3:forces:R:3:mulliken_charge:R:1
N -5.5316 3.7799 1.9590 0.058 -0.075 -1.785 -0.602
C -5.2508 3.5161 0.8563 0.282 0.233 1.907 0.674
O -4.7627 3.2050 -0.2987 -0.185 0.135 -0.057 -0.553
C -4.0477 1.8943 -0.3309 -0.914 -0.043 -0.092 1.874
C -4.0609 1.5424 -1.8325 0.034 0.347 0.358 -2.028
C -4.1776 0.0602 -2.2237 0.210 -0.493 -2.198 0.676
N -3.5106 -0.0271 -3.5729 0.638 0.335 0.442 -0.880
N -3.4734 -0.8766 -1.3729 -0.877 0.061 0.321 -0.334
N -5.5907 -0.3533 -2.4261 0.535 0.204 0.284 -0.589
C -4.8978 0.9572 0.5759 0.034 -1.390 1.822 -0.256
O -4.3931 0.5597 1.6463 1.095 0.575 -0.443 -0.421
O -6.0349 0.7120 0.1999 -0.937 0.557 -1.331 -0.700
N -2.7495 2.1767 0.2558 0.459 -0.225 0.269 0.792
C -2.1878 3.4648 -0.1079 -0.303 0.636 0.485 -1.011
O -0.7724 3.4604 0.1550 -0.309 -0.105 -0.010 -0.267
C -0.0430 4.0464 -0.7978 -0.151 -0.660 0.409 0.986
F -0.1251 3.4006 -1.9624 -0.250 0.137 -0.558 -0.205
F 1.2233 4.0239 -0.4391 0.706 0.150 0.353 -0.275
F -0.4086 5.3219 -0.9789 -0.054 0.361 -0.377 -0.309
C -1.8009 1.1144 0.2017 0.123 -0.220 -1.026 -0.509
O -1.1987 0.8682 -0.8085 0.016 0.099 0.391 -0.588
C -1.4015 0.2604 1.4501 -0.093 0.476 -0.201 0.741
F -0.1998 -0.2735 1.1626 0.621 0.158 -0.164 -0.258
F -2.1987 -0.7913 1.5916 -0.591 -0.324 0.271 -0.317
C -1.2164 1.0510 2.7902 -0.399 -0.627 0.485 1.054
F -1.6956 2.2883 2.7614 -0.340 0.350 -0.304 -0.320
F 0.1124 1.1674 3.0345 0.427 -0.014 0.036 -0.346
C -1.7828 0.3533 4.0687 0.870 0.314 -0.463 0.552
F -1.5980 1.2457 5.0571 0.181 0.353 0.380 -0.305
F -3.0789 0.1241 4.0091 -0.443 -0.617 -0.203 -0.176
C -0.9536 -0.9017 4.4848 0.419 -0.522 1.371 0.054
O -0.6792 -1.0375 5.6437 -0.244 0.094 -0.594 -0.514
O -0.5163 -1.8005 3.5494 -0.656 0.645 -0.084 -0.297
H -4.8815 2.0804 -2.3117 -0.095 -0.029 0.231 0.717
H -3.1505 1.9603 -2.2700 0.067 -0.326 -0.032 0.168
H -3.4721 -1.0020 -3.8477 -0.129 -0.035 -0.049 0.284
H -4.0727 0.4600 -4.2611 0.023 0.048 -0.013 0.276
H -4.1616 -1.5440 -1.0452 0.185 -0.031 0.315 0.242
H -2.7288 -1.3503 -1.8625 0.090 0.108 -0.004 0.237
H -5.5387 -1.1467 -3.0607 -0.059 -0.139 0.146 0.290
H -5.9929 0.3822 -3.0000 -0.379 0.035 0.293 0.354
H -2.6034 4.2106 0.5723 -0.049 -0.040 -0.032 0.204
H -2.4195 3.8042 -1.1219 0.273 -0.320 -0.165 0.560
H -1.1310 -2.5452 3.5682 0.092 -0.187 -0.185 0.332
C 3.2513 -4.5344 -1.9654 0.098 0.072 0.028 -0.612
O 3.3963 -3.2875 -1.3155 -0.140 -0.163 -0.084 -0.405
C 2.2529 -2.4492 -1.4687 0.307 0.144 0.259 -0.766
C 1.3904 -2.4463 -0.2260 -0.337 -0.031 -0.311 0.321
O 0.7853 -3.7178 -0.0111 0.217 -0.135 0.034 -0.106
C 1.4316 -4.4728 0.9974 -0.151 -0.057 0.022 -0.469
H 4.0634 -5.1813 -1.6337 0.031 0.051 0.004 0.244
H 2.2999 -5.0124 -1.7179 -0.021 0.011 -0.024 0.184
H 3.3261 -4.4068 -3.0516 -0.069 -0.081 -0.024 0.334
H 1.6674 -2.7503 -2.3427 -0.027 -0.039 0.023 0.367
H 2.6224 -1.4345 -1.6420 -0.051 0.017 -0.013 0.397
H 0.5833 -1.7265 -0.3627 0.040 0.037 -0.016 -0.275
H 1.9701 -2.1394 0.6488 0.032 -0.019 -0.011 0.357
H 1.2113 -4.0499 1.9839 0.107 -0.007 0.034 0.125
H 2.5141 -4.5100 0.8500 0.009 0.056 0.008 0.362
H 1.0404 -5.4901 0.9588 -0.043 0.024 0.007 0.020
C 4.3945 5.4757 -3.9300 0.053 0.045 0.066 -0.711
O 4.0823 6.8564 -4.0059 -0.053 -0.165 -0.099 -0.381
C 3.5468 7.2340 -5.2654 0.065 0.305 0.285 -0.488
C 2.0421 7.3940 -5.2032 -0.086 -0.249 -0.332 -0.487
O 1.3967 6.1519 -4.9817 0.095 0.081 0.169 -0.404
C 0.9723 5.9786 -3.6374 -0.039 -0.006 -0.092 -0.874
H 4.5998 5.2365 -2.8878 0.012 0.066 0.002 0.252
H 3.5657 4.8535 -4.2749 0.003 0.006 -0.028 0.317
H 5.2896 5.2578 -4.5233 -0.032 -0.079 -0.026 0.317
H 3.8246 6.5113 -6.0385 -0.056 -0.038 0.003 0.316
H 3.9942 8.1987 -5.5271 -0.016 0.000 -0.052 0.372
H 1.6894 7.7720 -6.1690 0.026 0.057 0.008 0.390
H 1.7639 8.1212 -4.4343 0.058 -0.010 0.041 0.317
H 0.1079 6.6168 -3.4274 0.032 0.020 0.076 0.352
H 1.7737 6.2032 -2.9293 -0.014 0.041 0.004 0.356
H 0.6769 4.9415 -3.5118 -0.012 0.002 -0.124 0.308
C 2.5561 3.4650 2.9164 -0.009 -0.039 -0.123 -0.628
O 3.7772 2.9896 3.4622 -0.121 0.107 0.057 -0.396
C 4.2276 3.7631 4.5609 0.228 -0.343 -0.136 -0.504
C 3.9289 3.0747 5.8769 -0.222 0.341 0.189 -0.489
O 2.5340 3.0106 6.1247 0.105 -0.126 -0.114 -0.406
C 1.9773 1.7319 5.8561 -0.102 0.003 0.067 -0.619
H 2.1786 2.7112 2.2275 0.072 -0.007 0.011 0.096
H 1.8062 3.6348 3.6918 0.005 0.015 0.000 0.357
H 2.7282 4.3932 2.3605 -0.070 0.039 0.022 0.373
H 3.7853 4.7638 4.5416 -0.055 -0.011 0.044 0.296
H 5.3127 3.8704 4.4554 0.012 0.040 0.049 0.403
H 4.3728 3.6608 6.6892 0.056 -0.012 -0.008 0.409
H 4.3758 2.0759 5.8981 -0.006 -0.015 -0.075 0.295
H 2.2823 1.0169 6.6280 0.008 -0.056 -0.052 0.365
H 2.2752 1.3591 4.8737 0.028 0.001 0.007 0.304
H 0.8928 1.8265 5.8782 0.035 0.046 0.037 0.157
C -1.2340 -7.0696 -0.2105 0.046 0.137 0.053 -0.691
O -0.4323 -7.8136 0.6954 -0.096 -0.064 -0.200 -0.289
C -0.9858 -9.0805 1.0139 0.347 0.140 0.193 -0.593
C -0.2939 -10.1926 0.2541 -0.358 -0.175 -0.093 -0.494
O -0.5510 -10.1121 -1.1403 0.150 0.123 0.018 -0.379
C 0.5312 -9.5612 -1.8693 -0.041 -0.045 -0.049 -0.680
H -0.6486 -6.2176 -0.5549 0.008 0.017 0.084 0.133
H -1.5290 -7.6651 -1.0777 -0.015 -0.051 0.035 0.381
H -2.1272 -6.6967 0.3008 -0.050 0.005 -0.088 0.299
H -2.0626 -9.0939 0.8218 0.003 -0.031 -0.059 0.364
H -0.8313 -9.2381 2.0862 -0.035 -0.049 0.003 0.358
H -0.6908 -11.1532 0.5983 0.026 0.001 0.039 0.384
H 0.7821 -10.1814 0.4524 0.004 0.068 0.007 0.318
H 1.3557 -10.2808 -1.9259 0.063 0.062 0.007 0.323
H 0.8885 -8.6305 -1.4224 0.015 -0.014 0.022 0.267
H 0.1821 -9.3518 -2.8795 -0.049 -0.051 0.016 0.247
```
Forces are in eV/Å.

***

A cluster of 2 separate species, CH2FN5 in total. Source: OMol25; level of theory: the ωB97M-V functional and the def2-TZVPD basis.

Relative energy (zero: lowest compared OMol25 entry of this formula, charge and spin) in kcal per mole: 12.0
E_LUMO (alpha / beta) in eV: -0.98 / -0.98
E_HOMO (alpha / beta) in eV: -9.62 / -9.62
SMILES: [H]/N=N\N=N/C#N.F
E_tot in eV: -11231.404

Geometry as XYZ:
```
9
Properties=species:S:1:pos:R:3:forces:R:3:mulliken_charge:R:1
H 0.7120 1.7677 -0.7149 -0.149 -0.493 0.482 0.273
N 1.3415 1.1967 -1.2861 0.566 1.496 -0.691 -0.754
N 1.5449 0.0579 -0.9373 -0.056 0.013 0.162 0.568
N 1.1986 -1.0471 -0.7030 -0.496 0.215 -0.391 0.534
N 1.5298 -2.1613 -0.2889 -1.222 -1.624 -0.742 -0.660
C 2.3742 -2.4867 0.6486 0.928 0.539 0.772 0.434
N 3.0857 -2.9338 1.4347 0.350 -0.165 0.434 -0.393
F -1.5339 -0.3113 0.5386 -0.184 -0.464 -0.049 -0.399
H -1.9480 -1.1490 0.5133 0.262 0.483 0.021 0.399
```
Forces are in eV/Å.

***

A structure of composition C19H19Cl6GeO3Pt. Source: OMol25; level of theory: the ωB97M-V functional and the def2-TZVPD basis.

Total charge: -1
Relative energy (zero: lowest compared OMol25 entry of this formula, charge and spin) in kcal per mole: 2.2
E_LUMO in eV: 2.37
E_HOMO in eV: -5.34
E_tot in eV: -161053.264

Geometry as XYZ:
```
49
Properties=species:S:1:pos:R:3:forces:R:3:mulliken_charge:R:1
Pt 1.0733 0.2245 -0.4520 0.130 -0.274 0.044 0.387
Cl 1.7917 -2.0358 0.0047 -0.073 0.048 0.039 -0.313
C 2.7794 -1.1435 1.1829 0.034 0.052 -0.054 0.988
C 2.5070 0.2069 1.0718 0.065 0.002 0.005 -1.260
C 3.2377 1.0069 1.9384 -0.068 -0.027 0.046 1.194
Cl 2.9709 2.7235 1.9234 0.013 0.009 -0.020 -0.207
C 4.1634 0.4697 2.8382 -0.005 0.022 -0.005 -0.421
Cl 5.0478 1.4990 3.9095 0.003 0.001 -0.004 -0.200
C 4.3866 -0.9075 2.8885 0.005 -0.029 -0.001 0.822
Cl 5.5310 -1.5818 3.9919 0.001 0.001 0.005 -0.213
C 3.6747 -1.7492 2.0346 -0.001 0.015 -0.018 -0.743
Cl 3.9012 -3.4578 2.0298 -0.003 -0.012 0.008 -0.207
C -2.6130 -0.0925 0.2970 0.009 0.014 0.005 -0.937
Ge -1.9712 -0.9170 -1.3671 0.054 0.088 -0.006 0.327
C -1.8078 -2.8571 -1.0491 0.039 -0.011 0.041 -1.180
C -3.4199 -0.7268 -2.6934 0.023 0.010 0.037 -0.875
C -0.3115 -0.1005 -1.9682 -0.044 0.136 -0.034 -0.043
H -3.5686 -0.5179 0.6115 -0.004 0.002 -0.002 0.425
H -2.7391 0.9826 0.1539 0.003 -0.008 -0.011 0.075
H -1.8796 -0.2374 1.0917 -0.002 0.001 -0.001 0.333
H -2.7824 -3.2687 -0.7773 0.002 -0.008 -0.010 0.365
H -1.1090 -3.0889 -0.2425 0.003 0.050 -0.021 0.332
H -1.4656 -3.3627 -1.9544 0.003 -0.005 0.002 0.349
H -4.3326 -1.2147 -2.3431 -0.005 -0.005 -0.006 0.390
H -3.1322 -1.1744 -3.6465 -0.008 -0.004 -0.007 0.335
H -3.6376 0.3273 -2.8748 0.010 -0.113 0.051 0.049
H -0.5803 0.8661 -2.4093 -0.023 -0.036 -0.043 -0.662
H 0.1186 -0.7071 -2.7760 -0.020 -0.033 0.015 0.432
C -3.0397 4.0199 -0.4060 -0.003 0.015 -0.004 -1.510
C -2.5469 3.6657 -1.7781 -0.006 0.002 0.007 1.058
C -3.3715 3.0783 -2.7220 -0.003 0.016 0.001 -0.760
C -2.8728 2.7168 -3.9653 0.003 0.037 -0.034 0.377
Cl -3.9423 1.9820 -5.1346 0.006 0.058 -0.040 -0.235
C -1.5466 2.9185 -4.2801 0.003 0.009 0.001 -0.794
C -0.7064 3.5128 -3.3455 -0.009 0.007 0.003 -0.618
C -1.2058 3.8986 -2.1088 0.004 -0.028 0.011 0.621
O -0.4667 4.5109 -1.1465 0.028 0.026 -0.014 -0.488
C 0.9441 4.4007 -1.2501 0.000 -0.014 0.029 -0.687
C 1.4536 2.9533 -1.2501 -0.075 -0.080 -0.112 0.853
O 2.4861 2.6846 -1.8390 0.039 0.048 0.051 -0.709
O 0.6741 2.1742 -0.5873 -0.142 0.018 0.044 -0.386
H -4.0888 3.7484 -0.2910 0.002 -0.007 0.002 0.397
H -2.9281 5.0878 -0.2102 -0.002 0.002 -0.001 0.388
H -2.4514 3.4975 0.3504 0.003 0.003 -0.001 0.247
H -4.4100 2.8841 -2.4840 0.000 -0.002 0.003 0.303
H -1.1600 2.6043 -5.2396 0.000 -0.002 0.000 0.416
H 0.3404 3.6353 -3.5847 0.004 0.005 0.001 0.317
H 1.3382 4.9009 -0.3659 0.017 0.010 -0.003 0.329
H 1.3261 4.9086 -2.1382 -0.014 -0.006 0.004 0.342
```
Forces are in eV/Å.